# 1
Density functional theory data (ωB97M-V/def2-TZVPD) for a cluster of 2 separate species, FH2N in total in a non-equilibrium geometry.

Summary:
Charge: 0
Energy relative to the best compared isomer or geometry (same formula, charge and spin), eV: 3.171

CARTESIAN COORDINATES (ANGSTROEM)
1 N 0.261 0.486 0.109
2 F -2.036 1.087 -0.179
3 H 0.005 -0.204 0.833
4 H -0.092 0.176 -0.780

Cartesian forces, eV/Å:
-2.5 1.5 0.7
3.0 -0.8 0.5
-0.3 0.0 -0.4
-0.3 -0.7 -0.8

# 2
Density functional theory data (ωB97M-V/def2-TZVPD) for the ion C5H12N with charge +1 in a non-equilibrium geometry.

Summary:
Charge: +1
Energy relative to the best compared isomer or geometry (same formula, charge and spin), eV: 1.904
SMILES: C=CCCC[NH3+]

CARTESIAN COORDINATES (ANGSTROEM)
1 C 1.433 -0.898 -2.350
2 C 1.061 -0.062 -1.365
3 C 1.204 -0.288 0.098
4 C -0.164 -0.741 0.700
5 C -1.407 0.088 0.653
6 N -1.230 1.439 1.201
7 H 1.772 -1.885 -2.067
8 H 1.220 -0.530 -3.342
9 H 0.429 0.767 -1.678
10 H 1.532 0.649 0.587
11 H 2.005 -0.945 0.424
12 H -0.387 -1.637 0.120
13 H -0.026 -1.112 1.716
14 H -1.902 0.126 -0.323
15 H -2.137 -0.503 1.218
16 H -0.670 1.476 2.078
17 H -2.078 1.889 1.571
18 H -0.654 2.169 0.759

Cartesian forces, eV/Å:
-0.9 1.1 1.6
0.0 -0.8 -1.1
-0.8 1.3 0.9
1.5 -1.2 -0.3
-0.6 -1.2 -1.1
0.7 2.1 2.9
0.6 0.0 -0.6
0.2 -0.7 -0.3
0.4 0.5 0.2
-0.2 0.0 -0.2
-0.2 -0.6 -0.4
-0.3 -0.2 0.1
0.1 0.2 0.2
0.6 0.6 -0.1
0.0 0.8 0.5
-0.2 -1.2 -0.1
-0.3 -0.1 -0.8
-0.6 -0.5 -1.4

# 3
Density functional theory data (ωB97M-V/def2-TZVPD) for a structure of composition C31H30BN12O3S2Y in a non-equilibrium geometry.

Summary:
Charge: 0
Energy relative to the best compared isomer or geometry (same formula, charge and spin), eV: 0.761

CARTESIAN COORDINATES (ANGSTROEM)
1 Y -1.782 -0.460 -0.671
2 N -2.932 3.062 1.924
3 C -2.013 2.252 1.402
4 N -2.626 1.318 0.697
5 C -3.947 1.624 0.837
6 N -4.177 2.677 1.578
7 C -4.944 0.767 0.204
8 C -6.312 0.969 0.306
9 N -7.178 0.130 -0.247
10 C -6.669 -0.906 -0.894
11 C -5.298 -1.109 -1.008
12 N -4.430 -0.267 -0.468
13 H -2.797 3.872 2.503
14 H -0.947 2.357 1.530
15 H -6.701 1.822 0.848
16 H -7.361 -1.605 -1.347
17 H -4.912 -1.970 -1.536
18 N -2.402 -1.914 -2.704
19 C -1.702 -2.262 -3.921
20 C -2.394 -2.352 -5.123
21 C -1.717 -2.673 -6.288
22 C -0.352 -2.918 -6.256
23 C 0.332 -2.834 -5.054
24 C -0.339 -2.500 -3.884
25 H -3.228 -1.368 -2.947
26 H -2.720 -2.758 -2.235
27 H -3.460 -2.157 -5.145
28 H -2.259 -2.731 -7.223
29 H 0.176 -3.166 -7.168
30 H 1.400 -3.011 -5.017
31 H 0.206 -2.416 -2.956
32 S 1.448 0.474 -2.526
33 C 2.094 -0.580 -1.416
34 N 3.323 -0.312 -0.854
35 C 3.940 -1.121 0.032
36 C 3.333 -2.279 0.400
37 C 2.060 -2.514 -0.160
38 N 1.466 -1.722 -1.019
39 H 3.745 0.560 -1.136
40 H 4.895 -0.777 0.403
41 H 3.774 -2.953 1.116
42 H 1.497 -3.393 0.136
43 S -3.652 -3.387 2.665
44 C -3.003 -2.810 1.313
45 N -2.536 -2.373 0.319
46 N -1.074 2.998 -2.615
47 C -2.160 2.203 -2.713
48 O -2.080 1.016 -2.247
49 C -3.375 2.649 -3.258
50 C -4.412 1.694 -3.330
51 N -5.261 0.913 -3.386
52 C -3.506 3.964 -3.743
53 N -3.518 5.054 -4.124
54 H -0.206 2.547 -2.371
55 H -1.050 3.878 -3.102
56 C 4.649 2.559 4.824
57 C 5.008 1.183 4.247
58 C 6.032 1.360 3.117
59 C 5.660 0.358 5.357
60 C 3.750 0.515 3.685
61 C 3.314 -0.737 4.112
62 C 2.180 -1.360 3.584
63 C 1.494 -0.684 2.605
64 O 0.420 -1.084 1.862
65 B 0.132 -0.049 0.925
66 O 1.061 1.000 1.187
67 C 1.900 0.572 2.184
68 C 3.016 1.190 2.697
69 H 5.539 3.036 5.242
70 H 3.907 2.464 5.619
71 H 4.241 3.225 4.063
72 H 6.932 1.855 3.489
73 H 5.630 1.967 2.303
74 H 6.326 0.390 2.707
75 H 6.540 0.882 5.733
76 H 5.987 -0.620 4.998
77 H 4.980 0.205 6.197
78 H 3.864 -1.258 4.884
79 H 1.863 -2.337 3.925
80 H 3.315 2.166 2.333

Cartesian forces, eV/Å:
-0.4 -0.3 -0.9
0.0 0.0 0.0
0.0 0.1 -0.1
0.1 0.4 0.4
0.0 0.0 -0.1
0.0 0.0 0.0
0.0 -0.1 -0.1
0.1 0.0 0.0
-0.1 0.0 0.0
0.1 -0.1 -0.1
-0.1 0.1 0.1
-0.1 -0.1 -0.1
0.0 0.0 0.0
0.0 0.0 0.0
0.0 0.0 0.0
0.0 0.0 0.0
0.0 0.0 0.0
0.0 0.1 0.1
-0.1 0.1 -0.1
0.0 0.1 0.0
-0.1 0.0 0.0
0.0 0.0 0.0
0.0 0.0 0.1
0.1 -0.1 -0.1
0.0 0.0 -0.1
0.0 0.0 0.1
0.0 0.0 0.0
0.0 0.0 0.0
0.0 0.0 0.0
0.0 0.0 0.0
0.0 0.0 0.1
-0.1 -0.1 0.0
0.1 0.0 -0.1
0.0 -0.1 0.1
-0.1 0.0 -0.1
0.0 0.1 0.0
0.0 -0.1 0.0
0.0 0.0 0.0
0.0 0.1 0.0
0.0 0.0 0.1
0.0 0.0 0.0
0.0 0.0 0.0
0.0 0.0 -0.1
0.0 0.0 0.1
0.1 -0.2 0.1
0.0 0.1 0.0
-0.3 -0.2 0.2
0.3 0.1 0.0
0.3 -0.2 0.1
-0.3 0.1 -0.1
0.1 -0.1 0.0
0.0 0.2 -0.2
0.0 0.0 0.1
0.0 0.0 0.0
0.0 0.0 0.0
0.0 0.0 0.0
0.0 0.0 0.0
0.0 0.0 0.0
0.0 0.0 0.0
0.0 0.0 0.0
0.0 0.0 0.0
0.0 0.0 0.0
0.0 0.0 0.0
0.0 0.1 0.1
0.3 0.0 0.6
0.1 0.0 -0.1
0.0 0.0 0.0
0.0 0.0 0.0
0.0 0.0 0.0
0.0 0.0 0.0
0.0 0.0 0.0
0.0 0.0 0.0
0.0 0.0 0.0
0.0 0.0 0.0
0.0 0.0 0.0
0.0 0.0 0.0
0.0 0.0 0.0
0.0 0.0 0.0
0.0 0.0 0.0
0.0 0.0 0.0

# 4
Density functional theory data (ωB97M-V/def2-TZVPD) for a structure of composition C25H41As3BF4ORuS5Sb in a non-equilibrium geometry.

Summary:
Multiplicity: 2
Charge: -1
Energy relative to the best compared isomer or geometry (same formula, charge and spin), eV: 0.350

CARTESIAN COORDINATES (ANGSTROEM)
1 Ru -0.427 -0.177 -1.549
2 C -1.737 0.645 -4.667
3 As -1.264 1.482 -2.982
4 C -2.824 2.578 -2.712
5 C 0.104 2.632 -3.776
6 C 1.002 3.515 -2.889
7 C 1.696 4.514 -3.827
8 C 2.103 2.674 -2.226
9 As 1.565 1.234 -1.016
10 C 1.618 2.059 0.731
11 C 3.261 0.303 -0.963
12 C 0.115 4.247 -1.867
13 As 0.786 5.926 -1.048
14 C -0.982 6.778 -0.972
15 C 0.794 5.421 0.846
16 H -1.975 1.401 -5.418
17 H -2.590 -0.012 -4.510
18 H -0.890 0.041 -4.987
19 H -2.905 3.254 -3.563
20 H -2.772 3.124 -1.774
21 H -3.685 1.911 -2.677
22 H -0.423 3.276 -4.487
23 H 0.712 1.930 -4.354
24 H 2.123 3.989 -4.686
25 H 2.499 5.049 -3.319
26 H 0.984 5.256 -4.201
27 H 2.796 3.318 -1.674
28 H 2.683 2.183 -3.014
29 H 2.470 2.737 0.788
30 H 1.733 1.254 1.456
31 H 0.693 2.577 0.961
32 H 4.052 0.996 -0.675
33 H 3.464 -0.134 -1.939
34 H 3.181 -0.503 -0.236
35 H -0.187 3.578 -1.059
36 H -0.804 4.550 -2.377
37 H -1.319 7.022 -1.980
38 H -0.922 7.698 -0.390
39 H -1.700 6.103 -0.505
40 H 1.713 4.903 1.109
41 H -0.062 4.790 1.089
42 H 0.740 6.341 1.431
43 S -0.882 -3.729 -5.397
44 Sb -0.805 -3.120 -3.257
45 S -2.187 -1.436 -2.011
46 S 0.791 -1.310 -3.116
47 S -0.612 -4.790 -1.766
48 F -1.797 2.855 0.238
49 B -1.948 1.739 1.095
50 F -3.280 1.474 1.346
51 F -1.230 1.943 2.272
52 F -1.366 0.599 0.412
53 O 0.611 -1.221 0.113
54 S 0.359 -2.602 0.721
55 C 1.127 -2.425 2.347
56 C 1.447 -3.753 2.986
57 C 1.982 -4.803 2.242
58 C 2.284 -6.011 2.852
59 C 2.058 -6.185 4.210
60 C 1.541 -5.139 4.959
61 C 1.238 -3.930 4.349
62 C -1.373 -2.580 1.209
63 C -1.672 -3.569 2.295
64 C -2.086 -3.131 3.548
65 C -2.350 -4.046 4.558
66 C -2.190 -5.404 4.323
67 C -1.777 -5.846 3.072
68 C -1.523 -4.935 2.060
69 H 0.500 -1.791 2.976
70 H 2.042 -1.875 2.109
71 H 2.148 -4.686 1.177
72 H 2.698 -6.817 2.260
73 H 2.284 -7.133 4.682
74 H 1.365 -5.263 6.020
75 H 0.827 -3.117 4.935
76 H -1.903 -2.820 0.286
77 H -1.594 -1.545 1.478
78 H -2.215 -2.069 3.724
79 H -2.683 -3.696 5.528
80 H -2.389 -6.118 5.113
81 H -1.656 -6.905 2.882
82 H -1.203 -5.272 1.078

Cartesian forces, eV/Å:
0.2 0.4 2.0
-0.1 0.1 -0.1
0.3 -0.4 -1.2
-0.1 0.1 0.4
0.1 0.2 0.2
0.0 0.0 0.0
0.0 0.0 0.0
-0.1 0.1 0.0
0.1 0.1 -0.3
0.0 -0.1 0.1
0.0 -0.1 0.0
0.1 -0.1 0.0
0.0 0.0 0.0
0.0 0.0 0.0
0.0 0.0 0.0
0.0 0.0 0.0
0.0 0.0 0.0
0.0 0.0 0.0
0.0 0.0 0.0
0.0 0.0 0.0
0.0 0.0 0.0
0.0 0.0 0.0
0.0 0.0 0.0
0.0 0.0 0.0
0.0 0.0 0.0
0.0 0.0 0.0
0.0 0.0 0.0
0.0 0.0 0.0
0.0 0.0 0.0
0.0 0.0 0.0
0.0 0.0 0.0
0.0 0.0 0.0
0.0 0.0 0.0
0.0 0.0 0.0
-0.1 0.0 0.0
0.0 0.0 0.0
0.0 0.0 0.0
0.0 0.0 0.0
0.0 0.0 0.0
0.0 0.0 0.0
0.0 0.0 0.0
0.0 0.0 0.0
-0.4 0.0 -0.5
0.5 0.4 0.2
-0.5 -0.4 -0.5
0.2 -0.2 -0.3
0.0 -0.3 0.4
0.0 -0.1 0.1
0.0 0.0 0.0
0.0 0.0 -0.1
0.0 0.0 0.0
-0.1 0.1 -0.1
0.0 -0.2 -0.1
0.1 0.1 -0.2
0.1 0.1 0.0
0.0 0.1 0.0
0.0 0.0 0.0
0.0 0.0 0.0
0.0 0.0 0.0
0.0 0.0 0.0
0.0 0.0 0.0
-0.2 0.0 -0.1
0.0 0.0 0.0
0.0 0.0 0.0
0.0 0.0 0.0
0.0 0.0 0.0
0.0 0.0 0.0
0.0 0.0 0.0
0.0 0.0 0.0
0.0 0.0 0.0
0.0 0.0 0.0
0.0 0.0 0.0
0.0 0.0 0.0
0.0 0.0 0.0
0.0 0.0 0.0
0.0 0.0 0.0
0.0 0.0 0.1
0.0 0.0 0.0
0.0 0.0 0.0
0.0 0.0 0.0
0.0 0.0 0.0
0.0 0.0 0.0

# 5
Density functional theory data (ωB97M-V/def2-TZVPD) for a cluster of 2 separate species, CH5ClNOPS in total in a non-equilibrium geometry.

Summary:
Charge: 0
Energy relative to the best compared isomer or geometry (same formula, charge and spin), eV: 2.501
SMILES: CN=P(=S)Cl.O

CARTESIAN COORDINATES (ANGSTROEM)
1 C -1.179 0.434 0.774
2 N -2.217 1.027 0.005
3 P -2.202 1.181 -1.515
4 S -0.838 0.694 -2.870
5 Cl -3.991 2.016 -1.894
6 H -0.997 1.361 1.559
7 H -1.702 -0.410 1.355
8 H -0.200 0.259 0.298
9 O 1.892 -0.678 -0.988
10 H 1.606 -0.737 -1.923
11 H 2.608 -0.014 -0.965

Cartesian forces, eV/Å:
-0.1 2.1 3.5
-0.5 -0.1 -1.2
1.0 -0.5 -0.8
-1.7 0.7 1.0
0.5 -0.1 -0.6
0.0 -2.6 -1.3
1.5 1.0 -0.8
-0.6 -0.5 0.0
0.3 0.4 -0.6
0.3 0.2 0.8
-0.6 -0.5 -0.2

# 6
Density functional theory data (ωB97M-V/def2-TZVPD) for a cluster of 8 separate species, C26H42FO21 in total in a non-equilibrium geometry.

Summary:
Charge: -1
E_tot, Eh: -2695.78746

CARTESIAN COORDINATES (ANGSTROEM)
1 F -1.159 15.535 -14.827
2 C -4.007 14.592 -17.153
3 C -3.905 13.452 -16.220
4 C -5.277 12.752 -16.044
5 O -5.036 11.418 -16.307
6 C -3.865 11.286 -16.767
7 O -3.312 10.203 -16.951
8 O -3.157 12.398 -16.743
9 H -4.650 15.439 -16.750
10 H -4.588 14.395 -18.103
11 H -3.045 15.032 -17.415
12 H -3.565 13.822 -15.235
13 H -6.139 13.223 -16.597
14 H -5.451 12.928 -14.920
15 C 0.904 17.947 -15.769
16 C 1.029 17.980 -17.317
17 C -0.225 17.465 -18.074
18 O -1.026 18.617 -18.427
19 C -0.236 19.648 -18.203
20 O -0.533 20.787 -18.517
21 O 0.907 19.303 -17.692
22 H 1.541 18.744 -15.297
23 H 1.007 16.918 -15.384
24 H -0.074 18.286 -15.452
25 H 1.974 17.459 -17.644
26 H -0.604 16.643 -17.602
27 H 0.212 17.155 -19.038
28 C 0.822 11.951 -17.009
29 C 0.324 13.360 -17.367
30 C 1.129 14.516 -16.892
31 O 2.017 14.729 -18.011
32 C 1.483 14.217 -19.087
33 O 1.983 14.272 -20.176
34 O 0.470 13.460 -18.789
35 H 0.334 11.379 -17.773
36 H 0.429 11.616 -16.106
37 H 1.907 11.848 -17.083
38 H -0.732 13.542 -17.122
39 H 1.595 14.194 -15.999
40 H 0.467 15.269 -16.555
41 C 0.772 14.025 -11.926
42 C 1.406 13.753 -13.249
43 C 2.806 14.309 -13.605
44 O 3.469 13.228 -14.373
45 C 2.702 12.111 -14.304
46 O 2.893 11.078 -14.839
47 O 1.628 12.373 -13.490
48 H 0.971 14.994 -11.538
49 H 1.212 13.229 -11.316
50 H -0.255 13.938 -11.847
51 H 0.600 14.021 -14.001
52 H 3.429 14.562 -12.782
53 H 2.733 15.244 -14.225
54 C -5.945 15.732 -13.973
55 C -5.184 15.305 -12.671
56 C -3.713 15.673 -12.585
57 O -3.698 16.605 -11.494
58 C -4.824 16.706 -10.973
59 O -5.093 17.342 -9.959
60 O -5.671 16.073 -11.639
61 H -5.687 16.734 -14.315
62 H -7.035 15.587 -13.964
63 H -5.443 15.059 -14.744
64 H -5.305 14.261 -12.486
65 H -3.373 16.117 -13.487
66 H -3.386 14.678 -12.346
67 C -3.153 17.804 -15.916
68 O -4.178 18.715 -15.541
69 C -4.262 19.244 -14.351
70 O -3.251 18.987 -13.434
71 O -5.363 19.970 -14.077
72 C -5.515 20.850 -12.974
73 H -3.146 16.860 -15.338
74 H -2.116 18.176 -15.746
75 H -3.175 17.576 -16.996
76 H -5.814 20.252 -12.095
77 H -6.342 21.577 -13.069
78 H -4.533 21.281 -12.846
79 C -5.419 10.660 -11.204
80 O -4.818 11.096 -12.453
81 C -3.647 11.644 -12.380
82 O -3.191 12.254 -11.250
83 O -2.971 11.634 -13.532
84 C -1.842 12.452 -13.559
85 H -5.886 9.674 -11.412
86 H -6.169 11.380 -10.852
87 H -4.633 10.360 -10.477
88 H -1.166 12.364 -14.359
89 H -1.288 12.200 -12.685
90 H -2.122 13.476 -13.393

Cartesian forces, eV/Å:
0.0 -0.3 -0.4
-1.4 2.3 -1.6
-1.9 0.6 0.1
-1.0 2.9 3.1
-3.8 -0.1 0.3
5.3 -4.5 0.2
-1.4 1.8 -0.6
1.5 0.9 -0.6
1.0 -1.0 0.1
0.9 -0.5 0.8
0.0 -0.1 0.1
0.6 -0.5 -0.5
1.0 -0.8 0.2
-0.6 -0.9 -1.6
0.3 0.4 -0.2
-1.3 -1.3 1.7
3.1 0.6 -2.7
-0.2 -1.9 1.3
-1.3 3.3 -1.5
0.4 -1.4 0.6
2.8 2.2 0.1
0.1 -1.2 -0.5
0.2 0.7 0.1
-0.5 -0.2 -0.2
-1.0 0.9 0.0
-2.2 -1.6 1.3
-0.5 -0.4 0.1
-0.2 1.5 -1.7
-0.7 -1.0 0.1
0.1 -1.2 -0.2
0.6 2.1 2.5
1.4 -1.2 -1.8
-0.2 0.7 -0.2
-2.0 -0.5 -0.4
0.0 -0.9 -0.4
-0.3 -0.5 1.8
-0.2 0.1 0.1
0.3 -0.5 0.0
1.5 0.0 0.6
-0.4 1.6 -0.3
2.6 -1.3 0.8
-1.1 0.8 -2.8
-0.6 0.6 -1.4
-0.8 0.8 0.4
-1.0 1.6 1.3
0.5 -0.5 -0.2
0.1 -1.9 0.0
0.7 0.9 0.3
-0.1 0.4 0.7
-2.1 -0.4 -0.5
1.2 0.4 0.3
0.5 -0.1 1.0
0.1 -1.1 0.3
1.8 -1.7 -0.6
-1.1 2.0 -2.3
-1.3 -0.6 -0.1
5.8 -0.7 -1.9
-1.1 3.3 5.2
0.3 -0.5 -1.1
-6.2 -2.2 -0.4
-0.1 0.2 0.4
0.5 -0.1 0.2
-1.1 0.8 0.6
-0.5 -0.8 0.3
1.1 0.3 -0.4
2.0 0.3 0.5
2.3 -0.9 0.4
-1.9 0.9 -0.7
6.1 -1.3 6.4
-6.0 1.9 -4.8
0.0 -1.3 -2.7
0.5 -0.9 1.4
-0.3 0.5 -0.2
-1.0 0.2 0.2
-0.8 0.4 0.5
0.5 0.2 -0.2
0.6 -0.4 -1.0
0.0 0.6 0.6
0.3 -1.5 0.2
-0.6 -0.9 -0.1
3.5 4.1 5.3
-2.3 -3.2 -5.9
-2.4 -1.1 0.1
0.8 1.1 2.3
-0.1 0.9 -0.3
0.6 -0.1 0.0
-0.5 1.1 -0.3
-0.1 -0.6 -1.6
0.7 -0.2 0.7
0.0 0.6 -0.5